Entry 1:
Computed, not measured: 5 unconnected molecules or ions with the total composition C23H55Cl2O13P, with ωB97M-V with the def2-TZVPD basis set.

Output
orbital gap: 0.362 Ha
SMILES: COP(=O)(OC)OC.COCCOCCOC.COCCOCCOC.COCCOCCOC.ClCCCl

XYZ file:
```
94
Properties=species:S:1:pos:R:3:forces:R:3
Cl -1.20042 8.44153 4.63109 0.01 -0.38 -0.91
Cl -0.86229 4.92217 4.22664 0.23 1.25 -1.14
P 2.37415 1.09781 0.17024 0.14 0.28 0.59
O -6.49642 -4.88829 1.58430 0.23 -0.21 -1.96
O 9.57320 -8.24938 7.53655 -0.16 0.09 -0.58
O 2.74568 2.15283 1.15554 -0.29 -0.93 -1.37
O 7.98254 -4.83806 3.89447 0.32 -1.21 -0.86
O 7.84249 -5.71177 6.73551 1.21 -0.03 0.39
O 3.59221 0.48536 -0.71395 -0.37 1.05 0.16
O -6.76874 7.37905 -11.78368 0.64 0.23 0.20
O -2.43402 3.69524 -8.61759 -0.24 0.72 -1.23
O 1.67624 -0.19187 0.88507 2.34 1.31 -2.08
O -3.58328 5.96449 -10.42220 0.27 -0.77 -1.04
O -6.24983 -1.45990 5.54468 2.08 0.50 1.03
O -5.61185 -2.07716 2.53044 -0.01 -0.02 0.76
O 1.29224 1.50638 -0.93477 0.05 -2.06 2.36
C -4.45820 6.39602 -11.47507 -1.46 0.25 0.72
C -1.71919 4.66912 -9.49686 -1.21 -2.21 0.19
C -6.23594 -5.96950 0.67676 -1.24 0.51 0.52
C -6.07866 -0.93598 3.25230 2.65 0.75 -0.23
C 1.37905 2.26142 -2.08610 0.01 1.28 -0.01
C -5.83585 -3.30048 3.20327 0.73 -1.05 -0.77
C -5.82302 6.86875 -10.82821 -0.40 -1.88 -0.34
C 10.00580 -6.90017 7.22519 -1.09 -1.88 0.58
C -2.47168 5.08883 -10.80771 0.39 1.42 2.64
C -8.11741 7.23892 -11.28487 1.28 0.64 -0.76
C 0.72282 -0.06988 1.87582 -2.30 0.12 1.17
C 10.46605 -9.03407 8.33412 -1.74 0.72 0.31
C -0.51201 6.24188 2.91745 -1.17 0.29 0.89
C -2.78953 2.44998 -9.26407 0.40 1.12 0.83
C -0.03424 7.53309 3.57952 1.02 -1.16 1.81
C 6.84783 -4.89153 4.73920 -1.06 1.03 -0.43
C 9.12789 -6.15416 6.20123 -0.39 0.50 0.81
C -5.39664 -0.67162 4.68383 -2.54 -0.15 -0.82
C -6.88606 -0.82672 6.67914 -0.86 -1.07 -1.29
C 8.56853 -3.63659 3.43945 -0.54 0.99 0.79
C 7.25157 -4.57365 6.09593 0.95 -0.45 1.45
C 4.74721 1.35820 -1.08340 0.01 -1.22 1.36
C -5.35628 -4.53868 2.35164 -2.30 0.36 0.95
H -7.19314 -6.11784 0.17690 0.09 -0.15 -0.12
H -8.05275 7.54213 -10.23989 -0.76 -0.46 0.18
H -7.16406 -0.85546 3.31164 -0.08 -0.45 0.45
H -8.75061 7.93190 -11.83890 0.16 0.17 0.07
H 11.03125 -7.03041 6.87937 0.16 0.65 -0.34
H -0.86471 4.08468 -9.83798 0.47 0.23 -0.25
H 9.64648 -3.71825 3.30001 -0.17 -0.87 -0.61
H 0.85122 3.17354 -1.80764 -0.08 0.29 -0.74
H -1.46398 6.46615 2.43625 0.10 -0.66 -0.27
H 9.97982 -6.36949 8.17693 0.19 0.52 -0.06
H 8.90623 -6.60560 5.23419 0.62 -0.48 0.20
H -4.47124 -4.44652 1.72210 0.16 0.39 0.25
H -5.76040 -0.14908 2.56849 -0.04 0.36 0.14
H 4.66845 2.34356 -0.62410 -0.25 -0.02 -0.31
H 6.40402 -4.32667 6.73528 0.08 0.24 -0.04
H 2.41005 2.53672 -2.30827 0.00 -0.20 -0.41
H -5.77230 7.42669 -9.89322 0.49 0.81 -0.30
H 7.93443 -3.73794 5.94300 0.34 0.29 1.00
H 0.49084 -1.08830 2.18742 -0.05 0.15 0.07
H -6.00552 -6.88484 1.22188 0.27 -0.12 0.10
H -7.86194 -0.72196 6.20502 -0.55 0.87 1.03
H -8.48651 6.24278 -11.52894 0.01 -0.23 0.69
H 0.24084 5.77846 2.27983 -0.17 0.31 0.00
H -4.75126 5.54301 -12.08711 0.22 -0.04 -0.27
H -1.87482 2.05659 -9.70755 -0.15 -0.41 -0.29
H 0.62278 7.11324 4.34121 0.49 0.51 -0.01
H 5.59239 0.85500 -0.61377 0.07 0.15 0.05
H -2.65302 4.14996 -11.33091 -0.86 0.29 -0.32
H 0.55599 8.24047 2.99699 -0.51 -0.19 -0.37
H -4.32251 -0.77754 4.83589 0.08 -1.21 -0.42
H 6.32732 -5.84169 4.85910 0.61 -0.60 -1.20
H -1.73458 5.68987 -11.34020 -0.03 -0.05 -0.45
H -6.91068 -3.39293 3.35913 -0.10 -0.40 0.09
H 0.85947 0.55224 2.76035 1.47 -0.07 0.03
H 4.97174 1.34958 -2.14998 -0.80 0.09 -0.02
H 9.96474 -9.99266 8.46788 0.49 -0.44 -0.96
H 0.86245 1.72854 -2.88437 0.29 0.18 -0.12
H 8.04379 -3.19819 2.59059 0.13 -0.40 -0.44
H -6.27182 5.93577 -10.48727 0.07 -0.42 0.26
H -5.46073 0.39310 4.90826 -0.79 0.30 -0.03
H 10.38048 -8.73235 9.37803 0.80 0.83 0.22
H -6.49163 0.09165 7.11401 0.37 0.07 -0.58
H -5.48695 -5.77772 -0.09157 0.27 0.30 0.18
H -3.61262 2.53248 -9.97387 0.16 0.29 -0.33
H -5.34934 -3.36257 4.17670 0.17 0.35 0.09
H -6.97993 -1.55990 7.48023 0.18 -0.07 -0.06
H 11.48090 -9.03616 7.93641 0.02 -0.28 0.15
H 6.05828 -4.18453 4.48453 -0.01 0.32 -0.65
H 9.77074 -5.28611 6.05518 -0.15 0.47 -0.49
H 8.58971 -2.80850 4.14791 -0.59 0.00 0.75
H -5.34300 -5.41567 2.99880 1.23 0.14 0.69
H -0.19296 0.41203 1.53343 -0.26 -0.36 -0.75
H -3.16998 1.78999 -8.48447 0.33 0.02 0.11
H -4.09871 7.19591 -12.12240 0.61 0.02 0.11
H -1.36695 5.43098 -8.80147 -0.40 0.27 -0.41
```
Forces are in eV/Å.

Results of the Löwdin charge analysis, in e, for atoms 1 through 6:
1 Cl 0.502
2 Cl 0.440
3 P 0.461
4 O -0.219
5 O -0.213
6 O -0.260

***

Entry 2:
Computed, not measured: a molecular structure, C23H55N3O2P4Ti, with ωB97M-V with the def2-TZVPD basis set.

Output
orbital gap (spin up / spin down): 0.215 / 0.133 Ha
2S+1: 2
net charge: +3

XYZ file:
```
88
Properties=species:S:1:pos:R:3:forces:R:3
Ti -0.72723 0.21058 0.03074 3.52 0.86 0.46
P -0.95877 0.80432 -2.32028 -1.07 -0.10 -0.93
P 2.24866 1.93651 1.03187 1.51 1.40 1.06
P -1.96048 2.32315 0.73040 -0.36 -0.40 0.14
P -1.22312 -0.87642 2.15126 -0.85 -1.00 0.56
O 1.11270 1.14231 0.37561 -2.32 -0.08 -0.36
O 0.03301 -1.45658 -0.61525 -1.49 -2.21 -1.01
N 3.16762 2.73026 -0.12845 -0.54 0.51 -0.85
N 1.71476 2.97995 2.35194 0.68 -0.07 -1.31
N 3.25457 0.79629 1.70915 0.21 -1.18 0.39
C -1.86119 -2.84274 -1.16324 -1.79 -1.24 -0.38
C -0.12501 -4.66874 -2.38614 1.23 1.60 0.78
C 0.39723 -3.50349 -1.79742 -0.27 -1.80 -0.85
C -3.74101 2.22457 0.47122 -0.19 -0.07 -0.01
C -0.47040 -2.58289 -1.17033 0.85 1.97 0.97
C -0.25174 2.29827 -3.00429 0.42 0.61 -0.17
C -0.49279 -2.53582 2.06114 0.16 -0.33 -0.03
C -2.36666 -4.01164 -1.74665 0.17 1.76 0.95
C -1.50214 -4.92825 -2.36049 0.12 -0.10 -0.06
C 3.23210 2.22669 -1.54354 0.13 -0.06 0.29
C -1.46629 3.83295 -0.10433 0.28 0.61 -0.43
C -0.21356 -0.51157 -3.30702 0.41 -0.22 -0.36
C -0.14248 -8.91869 -3.27066 0.98 0.03 0.08
C -2.96860 -1.21988 2.44602 -0.32 -0.09 0.00
C 2.60183 -0.21764 2.59063 0.24 0.44 0.10
C 1.28228 4.38872 2.01156 0.00 -0.20 0.36
C 2.70704 3.11426 3.46002 0.27 -0.27 0.29
C -1.45582 -8.75825 -3.30838 -0.94 0.26 0.05
C -0.60376 -0.29458 3.72595 0.35 0.46 0.68
C -1.80744 2.81625 2.45702 0.04 -0.02 0.46
C 4.09577 0.04761 0.72057 0.31 0.71 0.00
C 3.41751 4.20933 -0.15717 0.05 0.07 0.07
C -2.66400 0.83211 -2.90392 -0.24 -0.06 -0.21
H -4.18013 3.14402 0.86806 -0.16 -0.13 -0.09
H 3.33807 -0.90256 3.06867 -0.27 0.71 -0.49
H -1.34529 -0.55297 4.48965 0.16 0.06 -0.03
H -3.43176 -4.19831 -1.71592 0.01 -0.02 -0.03
H -1.89152 -5.83094 -2.81143 0.03 -0.10 -0.03
H 0.53903 -2.50416 1.69305 -0.22 -0.01 0.22
H -2.36822 4.33697 -0.46189 0.14 0.07 -0.02
H -2.10393 -9.03569 -2.45195 0.50 0.15 -0.66
H 4.74227 0.76004 0.19341 -0.21 -0.32 0.08
H 0.44377 4.75187 2.65299 0.55 -0.63 -0.35
H 1.91268 -0.82824 1.99172 0.00 -0.02 0.12
H -0.96902 4.48030 0.62355 -0.20 -0.04 -0.25
H 1.45254 -3.28951 -1.81101 0.20 -0.05 -0.02
H -3.23917 0.02016 -2.44443 0.13 0.19 -0.18
H 3.62765 3.52777 3.04603 0.17 0.00 0.29
H 4.27506 2.15105 -1.91285 -0.46 0.10 0.53
H 0.66686 2.59984 -2.48972 -0.21 -0.08 -0.14
H -0.75270 2.93542 2.73890 -0.30 -0.11 -0.09
H -2.28728 2.09625 3.12832 0.04 0.16 -0.09
H -3.43032 -1.62243 1.53600 0.07 0.08 0.28
H 4.74952 -0.69485 1.20847 -0.45 0.49 0.12
H 2.52339 4.73776 -0.52788 0.32 -0.09 0.22
H -0.97992 3.11317 -2.95483 0.15 -0.11 -0.07
H -3.03786 -1.95699 3.25526 -0.15 0.18 -0.10
H -3.12621 1.78987 -2.64173 0.01 -0.19 -0.17
H -0.87641 -1.38211 -3.33812 0.03 0.19 -0.10
H 2.92163 2.15024 3.92144 0.03 0.16 -0.10
H -3.96783 2.13076 -0.59624 -0.01 0.04 0.25
H 2.78252 1.23958 -1.59918 -0.03 -0.08 -0.12
H -1.97149 -8.36385 -4.20772 0.39 -0.36 0.61
H -2.31908 3.78226 2.54383 0.06 -0.15 0.15
H 2.71244 2.90901 -2.24151 0.11 -0.20 0.47
H -2.55103 -2.12794 -0.69581 0.44 -0.36 -0.23
H -2.35976 -0.22295 -0.20440 0.40 0.26 0.10
H 2.10658 5.11138 2.16760 -0.34 -0.49 -0.15
H -0.02084 2.09199 -4.05489 -0.03 0.21 0.12
H 0.33254 -0.81350 3.95643 -0.26 0.14 0.01
H -1.06961 -3.17958 1.38936 0.03 0.07 0.21
H -2.64388 0.70545 -3.99204 -0.24 0.16 0.12
H 0.37200 -9.33341 -2.37955 -0.43 0.28 -0.70
H -0.51182 -2.94766 3.07740 0.00 -0.09 -0.24
H 0.50465 -8.66194 -4.13471 -0.52 -0.25 0.63
H 2.05606 0.28935 3.38989 0.04 -0.11 -0.15
H -0.42420 0.78334 3.74950 -0.02 -0.17 0.04
H -4.15031 1.35271 0.99275 0.01 0.21 -0.10
H 3.70109 4.56900 0.82914 -0.10 0.01 -0.04
H 3.44760 -0.47873 0.01631 0.08 -0.13 -0.16
H -0.07391 -0.11757 -4.32187 -0.06 -0.27 0.15
H -3.49745 -0.30238 2.72971 0.06 -0.21 0.01
H 0.98907 4.41990 0.97450 -0.15 0.21 -0.23
H 0.75143 -0.83594 -2.90340 -0.13 0.21 -0.19
H 2.35723 3.79492 4.26319 -0.20 -0.38 -0.71
H 4.24519 4.50841 -0.84147 -0.45 -0.84 0.45
H -0.78848 3.67353 -0.94669 -0.14 0.07 0.23
H 0.55600 -5.35906 -2.85142 0.06 -0.21 -0.13
```
Forces are in eV/Å.

Results of the Löwdin charge analysis, in e, for atoms 1 through 6:
1 Ti 0.563
2 P 0.766
3 P 0.683
4 P 0.745
5 P 0.755
6 O -0.414

***

Number 1: DFT total energy -3148.92252 Ha. Number 2: DFT total energy -3438.08567 Ha.